(1)
104
Properties=species:S:1:pos:R:3:forces:R:3:mulliken_charge:R:1 method="wB97M-V/def2-TZVPD" orbital_gap_ev=9.92 e_homo_ev=-9.529 molar_mass_g_mol=706.013
C 4.7272 3.4850 4.4317 -0.7 -0.3 -0.5 0.04
C 3.7886 3.1474 3.7574 0.5 0.2 0.2 -0.87
C 2.6624 2.7177 2.9226 0.3 0.1 0.2 -0.01
C 2.8713 1.3208 2.3345 0.0 -0.1 0.1 -1.05
C 1.5951 0.7576 1.6717 0.3 0.0 0.1 0.07
Si 1.3090 -1.0103 2.2144 0.1 0.5 -0.2 -0.60
C 0.8352 -1.0613 4.0216 -0.4 -0.1 -0.2 -0.38
C -0.1599 0.0363 4.4357 0.1 -0.2 0.2 -0.44
C -1.5705 -0.1549 3.8664 -0.1 0.3 0.0 -1.21
C -1.8957 0.5560 2.5509 -0.1 -0.3 0.0 1.05
S -2.1487 2.2952 2.7267 0.0 -0.1 0.1 1.10
O -1.0757 2.8904 3.4688 0.1 0.0 0.0 -0.59
O -3.5060 2.5340 3.0795 -0.1 0.1 0.1 -0.66
O -1.9859 2.7696 1.2077 0.0 0.1 -0.1 -0.40
N 0.0069 -1.6709 1.2743 0.5 -0.3 0.2 0.59
C 0.2577 -1.9887 -0.1327 -0.3 0.1 -0.1 -0.24
C -0.9567 -1.6936 -1.0177 0.1 0.0 0.0 -0.88
C -0.9860 -0.2588 -1.5376 -0.1 -0.1 0.1 -0.70
O 2.7614 -1.7504 1.8930 -0.5 -0.3 0.3 -0.33
Si 3.1585 -3.3112 2.2558 0.5 0.0 0.1 0.36
C 3.6280 -4.2553 0.7211 -0.1 0.2 0.2 -0.57
C 4.8417 -3.6721 -0.0115 0.0 -0.1 -0.3 -0.74
C 4.5529 -2.3470 -0.7183 0.2 -0.1 0.3 -0.90
C 4.6329 -3.2126 3.4104 0.0 0.3 -0.2 -1.18
O 5.4376 -4.3674 3.2597 -0.1 -0.2 0.0 -0.38
C 6.7151 -4.2335 3.8346 0.0 0.1 0.1 -0.83
O 1.9386 -4.0502 3.0876 -0.1 0.0 -0.3 -0.63
C 0.9488 -4.8454 2.4658 0.0 0.0 0.2 -0.16
C 1.1198 -6.3172 2.7996 -0.1 0.1 0.0 0.25
C 0.1035 -7.1362 2.0215 -0.2 0.1 0.0 -1.55
O 0.9919 -6.5061 4.1992 0.1 -0.1 0.1 -0.55
H 5.5362 3.7892 5.0376 0.2 0.1 0.2 0.44
H 1.7611 2.7360 3.5386 -0.1 0.0 -0.1 0.09
H 2.5368 3.4514 2.1248 -0.2 0.0 -0.1 0.36
H 3.6923 1.3491 1.6200 0.1 0.0 0.0 0.39
H 3.2188 0.6712 3.1417 0.0 0.0 0.1 0.16
H 0.7503 1.3808 1.9731 -0.1 0.0 -0.1 -0.47
H 1.6835 0.8011 0.5848 -0.1 0.1 -0.1 0.79
H 1.7255 -1.0318 4.6512 0.1 0.1 0.0 0.59
H 0.3680 -2.0313 4.2218 0.1 -0.1 0.0 0.36
H -0.2491 0.0169 5.5222 0.0 0.0 0.1 0.51
H 0.2219 1.0235 4.1880 0.0 0.1 0.0 0.03
H -1.7664 -1.2151 3.6982 0.0 -0.1 0.0 0.40
H -2.2987 0.1699 4.6113 -0.1 0.0 0.0 0.47
H -1.1514 0.3901 1.7772 0.1 0.0 0.1 -1.18
H -2.8456 0.1915 2.1616 -0.1 0.0 -0.1 0.53
H -1.0711 3.0650 1.0918 0.0 0.1 -0.1 0.32
H -0.4935 -2.4184 1.7371 -0.1 0.0 0.0 0.40
H 0.5653 -3.0302 -0.2712 0.0 -0.1 0.1 0.01
H 1.1004 -1.3829 -0.4761 0.1 0.0 0.0 0.22
H -0.9665 -2.3878 -1.8592 0.0 0.0 -0.1 0.41
H -1.8525 -1.8860 -0.4249 -0.1 -0.1 -0.1 0.28
H -1.7080 -0.1483 -2.3451 -0.1 0.0 0.0 0.41
H -0.0077 0.0212 -1.9282 0.0 0.1 0.0 0.31
H -1.2668 0.4377 -0.7470 0.1 0.1 0.1 -0.09
H 3.8373 -5.2727 1.0623 0.1 -0.1 -0.1 0.37
H 2.7829 -4.3159 0.0292 0.0 0.0 -0.1 0.58
H 5.6840 -3.5585 0.6718 0.0 0.0 0.1 0.17
H 5.1612 -4.3921 -0.7678 0.1 -0.1 0.0 0.43
H 4.5280 -1.5187 -0.0125 -0.1 0.1 0.0 0.11
H 3.5880 -2.3864 -1.2238 0.0 0.0 -0.1 0.22
H 5.3316 -2.1356 -1.4488 0.0 0.1 -0.1 0.45
H 5.1922 -2.3065 3.1332 0.1 0.0 0.0 0.54
H 4.3261 -3.0843 4.4557 0.0 0.0 0.1 0.59
H 7.3777 -3.6613 3.1778 0.1 0.1 0.0 0.29
H 6.6645 -3.7253 4.8015 0.0 0.0 0.1 0.33
H 7.1234 -5.2296 3.9816 0.1 -0.1 0.0 0.24
H -0.0304 -4.5402 2.8542 0.0 0.1 0.0 0.55
H 0.9302 -4.7045 1.3805 0.0 0.0 -0.1 -0.04
H 2.1335 -6.6288 2.5482 0.1 0.0 0.1 0.29
H -0.8409 -6.5890 1.9455 -0.1 0.0 0.0 0.34
H -0.0979 -8.0716 2.5383 0.1 -0.1 -0.1 0.43
H 0.4369 -7.3436 1.0077 0.1 -0.1 -0.1 0.37
H 0.0560 -6.5663 4.4091 -0.1 0.0 0.1 0.36
C -3.9452 4.0553 -2.2492 -0.1 -0.1 -0.1 -1.08
C -3.7867 2.6652 -1.6726 0.2 0.2 0.1 0.28
O -4.9085 1.8211 -1.9948 0.0 0.0 0.0 -0.38
C -4.9195 1.3409 -3.2319 -0.1 0.0 0.1 0.80
O -4.0608 1.4951 -4.0637 0.1 0.0 -0.1 -0.55
O -6.0435 0.6464 -3.4037 0.0 0.0 0.0 -0.36
C -6.2098 0.1020 -4.7158 0.0 -0.1 0.0 -0.64
H -4.8836 4.4987 -1.9159 0.0 0.0 0.0 0.34
H -3.1245 4.6902 -1.9144 0.0 0.0 0.0 0.38
H -3.9448 4.0347 -3.3384 0.0 0.0 0.0 0.12
H -3.7707 2.7021 -0.5873 -0.1 -0.1 0.0 0.21
H -2.8684 2.1880 -2.0158 0.0 0.0 -0.1 0.03
H -5.3477 -0.4986 -4.9971 0.0 0.0 0.0 0.29
H -6.3509 0.9006 -5.4423 0.0 0.0 0.0 0.29
H -7.0998 -0.5172 -4.6657 0.0 0.0 0.0 0.23
C -3.3015 3.8894 -6.6599 -0.1 0.0 -0.1 -0.97
C -2.1840 4.7490 -6.1158 0.1 -0.2 0.2 -0.17
O -1.9365 5.9060 -6.9357 0.1 0.1 0.0 -0.36
C -2.8019 6.9039 -6.7834 -0.2 -0.2 -0.4 0.78
O -3.7397 6.9263 -6.0290 0.1 0.1 0.2 -0.57
O -2.4907 7.8606 -7.6591 0.1 0.1 0.1 -0.34
C -3.3860 8.9759 -7.6589 0.0 0.1 0.0 -0.63
H -3.0921 3.6038 -7.6917 0.0 0.0 0.0 0.40
H -3.3979 2.9861 -6.0564 0.0 0.0 0.0 0.20
H -4.2511 4.4228 -6.6363 0.0 0.0 0.0 0.29
H -1.2408 4.2067 -6.1235 0.0 0.0 0.0 0.35
H -2.3861 5.0715 -5.0948 -0.1 0.0 0.0 0.22
H -3.4826 9.3929 -6.6591 0.0 0.0 0.0 0.30
H -4.3665 8.6759 -8.0246 0.0 0.0 0.0 0.29
H -2.9451 9.7059 -8.3304 0.0 0.0 0.0 0.22

(2)
112
Properties=species:S:1:pos:R:3:forces:R:3:mulliken_charge:R:1 method="wB97M-V/def2-TZVPD" spin_multiplicity=2 orbital_gap_ev="8.85 / 2.38" total_charge=+2 e_homo_ev="-13.854 / -13.854" molar_mass_g_mol=1121.865
Cs -1.8825 -2.1257 -2.1138 0.1 -0.2 -0.5 1.33
Cs -3.4363 0.6108 1.3128 0.1 0.2 0.3 1.35
B -0.5571 0.2158 -0.1586 -0.2 0.3 0.2 2.04
H 0.4656 0.0146 -0.4376 4.4 -0.7 -1.0 -0.93
H -1.0170 -0.7219 0.1125 -1.7 -3.9 1.2 -0.97
H -0.6808 0.8813 0.6817 -0.1 2.6 3.1 -0.74
H -1.0866 0.5930 -1.0197 -2.1 1.7 -3.5 -0.39
C 0.5306 5.9776 1.4437 -1.1 0.2 0.1 -0.78
C 1.2072 4.6057 1.3394 -1.3 -0.2 0.4 -0.45
C 0.3081 3.8147 0.3684 1.1 -1.1 -1.2 0.59
S -1.4355 4.2929 0.5080 2.6 0.4 2.3 1.02
O -2.1652 3.2420 1.2307 0.0 1.0 -1.0 -0.65
O -1.8176 4.7978 -0.7801 -0.8 -0.2 -0.2 -0.65
C -0.9731 5.7272 1.6553 -0.8 -1.6 -0.8 -0.89
H 0.6588 6.5576 0.5298 0.3 0.1 0.1 0.31
H 0.8268 6.5293 2.3359 0.4 0.2 -0.3 0.41
H 1.1662 4.0820 2.2944 -0.1 0.1 0.3 0.19
H 2.2736 4.7028 1.1357 -0.1 -0.1 -0.7 0.23
H 0.4033 2.7294 0.4031 -0.3 -0.1 0.7 -0.78
H 0.5492 3.9664 -0.6837 0.0 0.7 -0.1 0.34
H -1.1086 5.3457 2.6673 -0.4 0.1 0.0 0.37
H -1.7289 6.4540 1.3573 0.5 0.5 0.4 0.50
C 0.8121 1.9597 -4.1213 -0.7 0.0 -1.9 -0.38
C 0.5294 1.8624 -5.6601 0.2 -1.1 -0.5 -0.95
C 0.0480 0.3929 -6.0068 0.6 1.1 0.2 -0.72
S 1.0844 -0.6315 -4.9355 0.8 -0.1 -1.2 0.99
O 2.3345 -0.9833 -5.6435 -2.1 0.7 1.6 -0.64
O 0.2110 -1.6682 -4.4022 0.4 0.1 0.3 -0.62
C 1.4071 0.6310 -3.6136 -0.4 0.1 -0.5 0.55
H -0.1897 2.1385 -3.7307 0.1 -0.2 0.7 -0.05
H 1.3496 2.9047 -4.0430 0.5 -0.4 0.7 0.42
H 1.4176 2.0235 -6.2711 0.4 -0.1 0.3 0.38
H -0.0957 2.7046 -5.9567 -0.6 -0.5 0.0 0.48
H 0.2775 0.0658 -7.0209 0.1 0.2 0.0 0.48
H -0.9955 0.1357 -5.8248 0.1 0.2 0.3 0.26
H 2.4844 0.5879 -3.4533 -0.1 0.2 0.0 0.24
H 0.8448 0.3046 -2.7387 0.3 -0.2 0.1 -0.38
C 2.8474 -3.7056 0.6528 -1.3 -0.4 -1.7 -0.56
C 2.3710 -5.1742 0.8245 -0.6 0.1 1.2 -0.41
C 2.0368 -5.7700 -0.5607 0.6 0.9 0.0 -0.73
S 1.1563 -4.4235 -1.4445 2.3 0.7 -0.8 1.10
O -0.2883 -4.4936 -1.2650 0.0 -0.4 -0.4 -0.67
O 1.7436 -4.2245 -2.8098 -1.6 -0.2 3.4 -0.65
C 1.6622 -3.1210 -0.2043 0.9 -0.5 -0.5 0.62
H 3.7975 -3.6919 0.1188 0.1 0.2 0.1 0.35
H 2.9031 -3.1755 1.6036 0.2 -0.2 -0.1 0.26
H 1.5404 -5.1154 1.5278 -0.4 -0.2 -0.2 -0.21
H 3.1155 -5.7387 1.3859 0.1 -0.3 -0.4 0.57
H 1.4941 -6.6842 -0.8010 -0.1 0.0 0.9 0.51
H 3.0578 -5.8778 -0.9271 -0.3 0.0 -1.1 0.33
H 0.8646 -2.9665 0.5225 -0.4 0.0 -0.5 -0.55
H 1.7917 -2.2758 -0.8804 0.3 0.3 0.5 -0.03
C -3.1417 -3.0747 3.2483 0.5 1.7 1.0 -0.16
C -2.2569 -3.4301 2.0457 0.0 -0.6 0.5 0.31
C -1.4140 -4.7052 2.4725 -0.6 -0.8 -0.4 -0.49
S -2.0515 -5.3845 4.0617 -2.8 0.2 0.0 1.01
O -1.3002 -4.8359 5.1890 -0.1 -0.7 -1.3 -0.55
O -2.4606 -6.8010 3.9786 1.4 2.3 0.1 -0.65
C -3.5871 -4.3487 3.9070 0.5 -1.4 0.0 -0.94
H -3.9582 -2.3776 3.0598 -0.5 -0.5 -0.7 0.45
H -2.5770 -2.4085 3.9005 0.5 -0.4 0.6 -0.19
H -1.6956 -2.6000 1.6168 0.5 0.1 0.6 -0.63
H -2.9276 -3.6447 1.2137 0.0 -0.9 -0.1 0.40
H -0.3402 -4.7395 2.6563 0.0 0.8 -0.5 -0.25
H -1.6834 -5.4674 1.7414 0.4 -0.3 0.1 0.64
H -4.0563 -4.4346 4.8871 0.1 0.8 0.0 0.52
H -4.2429 -4.8714 3.2107 0.0 -0.3 0.0 0.35
C 4.5708 2.6821 0.0704 0.0 0.2 0.7 -0.91
C 5.5374 2.0020 -0.9171 -2.0 -0.8 0.2 -0.58
C 5.5952 0.5096 -0.4617 1.8 0.5 0.1 -0.96
S 3.7557 0.0904 -0.0367 0.4 -1.4 1.5 1.33
O 3.7718 -0.6021 1.2889 -0.3 1.4 -3.3 -0.60
O 3.2085 -0.4114 -1.3038 0.6 0.2 1.5 -0.36
C 3.2902 1.8303 0.1337 -0.4 1.3 0.4 0.06
H 4.2301 3.6762 -0.2193 0.1 0.0 -0.6 0.44
H 4.9142 2.8922 1.0833 0.5 -0.6 0.0 0.42
H 6.5140 2.4502 -1.1003 0.1 -0.2 0.4 0.47
H 4.9572 2.0579 -1.8381 0.5 -0.2 -0.5 0.28
H 6.1748 0.3575 0.4488 -0.7 0.3 0.7 0.45
H 6.0331 -0.2907 -1.0583 -0.7 0.2 -0.9 0.52
H 2.7554 1.8981 1.0811 0.0 -0.1 0.1 0.02
H 2.5947 2.0942 -0.6630 0.0 -0.6 -0.2 0.13
C -3.6655 2.3025 -2.3103 0.8 1.8 -1.5 0.89
C -3.6342 3.1912 -3.6062 0.1 -0.6 -0.2 -0.76
C -4.5583 2.4094 -4.6189 -0.1 0.9 1.4 -0.70
S -6.1183 1.9920 -3.5830 2.7 1.5 -0.4 1.04
O -6.4132 0.6000 -3.7905 -0.5 0.0 0.2 -0.61
O -7.0849 3.0765 -3.6934 0.9 -1.5 0.3 -0.59
C -5.0987 2.1533 -1.9846 -2.0 -1.4 0.2 -0.94
H -3.0969 2.7888 -1.5176 -0.1 0.0 0.0 -0.46
H -3.1541 1.3765 -2.5735 -0.2 -0.3 0.2 -0.07
H -2.6134 3.2555 -3.9831 0.1 -0.3 -0.2 0.21
H -3.8330 4.2361 -3.3680 -0.8 -0.1 -0.1 0.40
H -3.9651 1.5200 -4.8312 -0.6 -0.4 -0.1 0.27
H -4.8609 2.8743 -5.5572 0.0 0.2 0.3 0.50
H -5.2367 1.1912 -1.4912 -0.5 -0.1 0.1 0.35
H -5.5926 2.9159 -1.3825 0.4 0.3 -0.1 0.42
C 0.3768 -1.7455 5.4004 -2.5 0.9 -1.6 -0.68
C 0.8101 -1.9281 3.9225 -0.7 -1.6 1.2 0.37
C 0.4846 -0.7670 3.0323 1.3 1.0 -0.4 1.33
S 0.0080 0.6700 4.0709 0.1 -2.1 1.6 1.04
O -1.4611 0.7334 4.1156 1.1 0.7 -0.9 -0.65
O 0.9172 1.7828 3.7711 -1.5 -0.8 0.3 -0.64
C 0.4612 -0.2586 5.7070 2.5 0.5 -0.8 -1.05
H 0.7796 -2.5451 6.0220 0.3 0.7 0.3 0.56
H -0.7100 -1.8284 5.4139 -0.3 -1.0 0.1 0.08
H 0.2799 -2.8008 3.5414 0.2 -0.2 0.1 -0.68
H 1.8699 -2.1759 3.9821 0.1 0.3 -0.6 0.47
H -0.1899 -0.8931 2.1855 -0.4 -0.1 0.5 -0.48
H 1.4524 -0.5683 2.5718 -0.1 0.9 -0.2 -0.59
H -0.0023 0.0699 6.6373 -0.3 0.3 -0.5 0.54
H 1.5258 -0.0249 5.7167 0.2 0.5 0.5 0.42

(3)
95
Properties=species:S:1:pos:R:3:forces:R:3:mulliken_charge:R:1 method="wB97M-V/def2-TZVPD" e_above_lowest_kj_mol=0.0 orbital_gap_ev=3.97 e_homo_ev=-5.063 molar_mass_g_mol=497.618
C -1.2362 5.6501 6.3627 0.0 0.1 -0.1 -1.23
C -2.7364 5.4544 6.1546 0.0 0.1 0.0 -0.51
C -3.2354 5.9459 4.7864 0.2 -0.1 0.0 -0.28
C -4.4155 5.1271 4.2616 -0.2 0.2 0.0 -0.65
C -5.2624 5.7978 3.1663 0.1 -0.2 0.0 -0.84
C -4.8149 5.4916 1.7352 0.0 0.0 0.1 -0.90
C -3.3454 5.7994 1.4522 -0.1 0.2 0.1 -0.21
C -3.0318 5.9873 -0.0300 0.4 0.1 0.1 -0.99
C -1.5165 6.1102 -0.2877 -0.1 -0.2 0.0 -1.07
C -0.8705 4.8376 -0.8665 0.3 0.2 0.1 -0.07
C 0.5109 4.5780 -0.2612 -0.3 -0.1 0.0 -1.78
C 1.3597 3.4297 -0.8861 0.9 0.3 -0.5 1.32
N 0.6480 2.5910 -1.8708 -0.2 -0.2 0.2 -0.46
O 2.4047 4.0066 -1.6092 -0.3 -0.2 -0.1 -0.92
B 3.6677 4.0133 -0.8055 0.2 0.2 -0.2 1.00
O 3.3821 3.0231 0.2872 0.1 0.0 -0.1 -0.86
C 2.0779 2.5754 0.2134 -0.6 0.2 0.5 -0.05
C 1.9653 1.0559 0.0082 0.3 -0.3 0.0 -0.58
C 3.0839 0.5452 -0.8926 -0.3 0.2 0.0 -1.15
N 3.3545 -0.9087 -0.7641 0.3 0.2 -0.8 0.30
C 2.7802 -1.7071 -1.8428 -0.2 -0.4 0.1 0.66
C 1.3295 -1.3438 -2.1491 0.1 0.0 -0.1 -1.37
C 4.6190 -1.2438 -0.3250 -0.2 0.1 0.2 0.74
C 5.1806 -2.5962 -0.7193 0.1 -0.3 0.4 -1.02
O 5.2812 -0.5167 0.3816 0.1 0.1 0.0 -0.62
H -1.0049 6.6958 6.5771 0.0 0.0 0.0 0.28
H -0.6760 5.3796 5.4644 0.0 -0.1 0.0 0.34
H -0.8500 5.0441 7.1830 -0.1 0.1 0.1 0.38
H -3.2688 6.0045 6.9370 -0.1 -0.2 0.0 0.29
H -3.0035 4.4014 6.2827 0.1 0.0 -0.1 0.38
H -3.5192 6.9999 4.8570 0.0 0.0 0.0 0.31
H -2.4015 5.8960 4.0815 -0.1 0.0 0.0 0.04
H -5.0732 4.9076 5.1089 0.0 0.0 0.0 0.43
H -4.0488 4.1669 3.8836 0.0 -0.1 0.1 0.34
H -5.2746 6.8822 3.3168 0.0 0.0 0.1 0.41
H -6.2919 5.4473 3.2811 0.0 0.1 -0.1 0.32
H -5.0183 4.4333 1.5337 0.0 0.0 -0.1 0.32
H -5.4354 6.0678 1.0405 0.0 0.0 0.0 0.33
H -2.7007 5.0250 1.8804 0.0 0.0 0.0 0.27
H -3.0845 6.7314 1.9680 0.1 0.0 0.0 0.31
H -3.4254 5.1415 -0.6014 -0.1 0.1 -0.1 0.35
H -3.5301 6.9021 -0.3612 -0.2 -0.1 -0.1 0.47
H -1.0157 6.3421 0.6577 -0.1 0.1 0.0 0.51
H -1.3185 6.9469 -0.9604 0.1 0.0 0.1 0.50
H -1.5260 3.9782 -0.6858 0.0 0.0 -0.1 0.25
H -0.7524 4.9579 -1.9473 -0.2 -0.1 0.0 0.19
H 1.1161 5.4794 -0.3775 0.0 0.0 0.1 0.22
H 0.3726 4.4118 0.8124 0.0 0.0 0.0 0.25
H 0.4711 3.1808 -2.6760 0.0 0.0 0.0 0.35
H -0.2548 2.2946 -1.5095 -0.1 0.1 0.0 0.20
H 3.9180 5.1445 -0.3537 -0.1 -0.1 0.1 -0.31
H 4.6110 3.6587 -1.5314 -0.1 -0.1 0.1 -0.34
H 1.5781 2.7855 1.1765 0.0 -0.1 0.0 0.25
H 0.9843 0.8264 -0.4100 0.0 -0.1 0.1 0.19
H 2.0418 0.5357 0.9692 0.1 0.1 0.0 0.41
H 3.9762 1.1199 -0.6530 0.1 -0.2 0.1 0.98
H 2.8360 0.7488 -1.9373 0.1 0.1 0.0 -0.11
H 2.7864 -2.7575 -1.5321 0.0 0.0 0.0 -0.69
H 3.3853 -1.6583 -2.7594 0.0 0.1 0.0 0.25
H 1.2494 -0.4406 -2.7521 -0.1 0.1 0.1 0.44
H 0.7771 -1.1898 -1.2224 0.0 0.0 0.0 0.30
H 0.8590 -2.1560 -2.7137 0.0 0.0 0.0 0.38
H 5.5881 -2.5797 -1.7310 -0.1 0.0 -0.1 0.28
H 5.9902 -2.8026 -0.0219 0.1 0.0 -0.1 0.39
H 4.4501 -3.4011 -0.6240 0.0 0.0 -0.1 0.01
C -2.5843 -8.2558 -2.6557 0.0 0.0 0.0 -1.22
C -2.1199 -6.8373 -2.9839 -0.1 -0.2 0.1 -0.47
C -0.6493 -6.6481 -3.3228 0.0 0.1 -0.1 -0.46
N 0.3821 -6.8817 -2.2207 0.0 0.0 -0.1 0.19
C -0.1862 -6.5742 -0.8568 0.0 0.0 0.1 -0.75
C 0.8597 -6.5903 0.2474 0.1 0.1 -0.1 -1.02
C 1.9728 -5.5977 -0.0589 0.0 0.0 0.0 -0.45
C 2.5965 -5.9478 -1.4042 0.1 0.0 0.1 -0.75
C 1.5488 -5.9516 -2.4981 0.1 0.0 0.0 -0.78
C 0.8519 -8.2969 -2.3008 0.0 0.0 0.1 -1.01
H -2.0513 -8.7141 -1.8224 0.0 0.0 0.0 0.31
H -3.6369 -8.2428 -2.3780 0.0 0.0 -0.1 0.35
H -2.4785 -8.9151 -3.5188 0.0 0.0 0.0 0.34
H -2.4290 -6.1374 -2.2072 0.0 0.0 0.0 0.32
H -2.6486 -6.5155 -3.8836 0.0 0.1 0.0 0.43
H -0.4913 -5.6260 -3.6601 -0.1 0.0 0.0 0.37
H -0.3682 -7.3106 -4.1411 0.1 0.0 0.0 0.36
H -0.6287 -5.5809 -0.9338 0.0 0.0 0.0 0.48
H -0.9723 -7.2980 -0.6600 0.0 0.0 -0.1 0.44
H 0.3531 -6.3408 1.1800 0.0 0.0 0.0 0.45
H 1.2684 -7.5945 0.3802 0.0 0.0 0.0 0.34
H 2.7273 -5.5903 0.7260 0.0 0.0 0.0 0.48
H 1.5550 -4.5867 -0.1038 0.0 0.0 0.0 0.23
H 3.1157 -6.9079 -1.3507 0.0 0.0 0.0 0.43
H 3.3467 -5.2045 -1.6783 0.0 0.0 -0.1 0.40
H 1.9617 -6.2539 -3.4601 0.0 0.0 0.0 0.45
H 1.1193 -4.9546 -2.6007 0.0 0.0 0.0 0.45
H 1.3137 -8.4480 -3.2728 0.0 0.0 0.0 0.35
H -0.0016 -8.9584 -2.1902 0.0 0.0 0.0 0.34
H 1.5768 -8.4940 -1.5199 0.0 0.0 0.0 0.45